Entry 1:
The following is a DFT calculation (ωB97M-V with the def2-TZVPD basis set) of a structure of composition C73H50F5N4O5PSZr at a distorted geometry.

The geometry in XYZ format:
```
140
Properties=species:S:1:pos:R:3:mulliken_charge:R:1
Zr -0.311 0.351 0.220 -0.658
C -7.333 -6.241 -1.780 -0.862
O -6.548 -5.320 -2.508 -0.463
C -5.671 -4.549 -1.815 1.002
C -5.463 -4.637 -0.444 -0.696
C -4.554 -3.790 0.176 -0.311
C -3.855 -2.837 -0.548 -1.001
C -4.071 -2.755 -1.924 0.190
C -4.958 -3.604 -2.554 -0.955
C -2.889 -1.909 0.098 1.411
C -1.657 -2.422 0.522 0.624
C -1.336 -3.816 0.596 -1.863
C -0.116 -3.915 1.188 -1.083
C 0.341 -2.580 1.437 -0.049
N -0.609 -1.682 1.019 -0.255
C 1.573 -2.252 2.018 1.444
C 2.079 -0.951 2.080 0.183
C 3.316 -0.607 2.719 -1.827
C 3.483 0.730 2.573 -1.702
C 2.317 1.225 1.900 0.312
C 2.031 2.588 1.745 0.722
C 3.110 3.595 1.930 -0.300
C 3.760 3.803 3.138 -0.518
C 4.760 4.759 3.260 -0.784
C 5.119 5.536 2.165 0.712
O 6.081 6.492 2.184 -0.453
C 6.781 6.701 3.392 -0.897
C 4.456 5.349 0.952 -0.896
C 3.468 4.394 0.840 -0.035
C 0.749 3.074 1.498 0.431
N -0.357 2.318 1.223 0.456
C -1.412 3.192 1.178 0.854
C -2.738 2.872 0.888 0.870
C -3.719 3.988 0.835 -0.390
C -3.680 4.927 -0.196 -0.022
C -4.583 5.969 -0.233 -0.806
C -5.538 6.114 0.774 0.906
O -6.368 7.181 0.655 -0.462
C -7.348 7.374 1.653 -0.858
C -5.584 5.185 1.806 -0.583
C -4.683 4.128 1.823 -0.335
C -3.205 1.585 0.615 0.182
C -4.534 1.279 0.157 -1.493
C -4.569 -0.054 -0.089 -1.495
C -3.269 -0.573 0.231 0.533
N -2.463 0.440 0.684 -0.236
C -0.959 4.524 1.476 -1.734
C 0.377 4.454 1.664 -1.634
N 1.481 0.184 1.578 0.572
C 2.343 -3.337 2.678 0.040
C 3.667 -3.645 2.354 0.063
C 4.340 -4.657 3.007 -1.144
C 3.719 -5.384 4.022 0.767
O 4.457 -6.365 4.599 -0.467
C 3.857 -7.125 5.628 -0.877
C 2.412 -5.070 4.374 -0.820
C 1.737 -4.065 3.697 -0.757
H -7.952 -6.751 -2.514 0.249
H -7.977 -5.734 -1.056 0.348
H -6.713 -6.977 -1.261 0.331
H -6.005 -5.356 0.154 0.393
H -4.402 -3.861 1.246 0.497
H -3.531 -2.009 -2.494 0.660
H -5.124 -3.548 -3.621 0.450
H -1.974 -4.617 0.265 0.613
H 0.427 -4.815 1.421 0.707
H 3.967 -1.293 3.230 0.688
H 4.302 1.331 2.926 0.698
H 3.465 3.233 4.010 0.629
H 5.237 4.898 4.220 0.425
H 7.501 7.489 3.186 0.258
H 7.312 5.798 3.707 0.347
H 6.113 7.025 4.195 0.347
H 4.723 5.974 0.110 0.545
H 2.959 4.250 -0.103 0.709
H -2.935 4.826 -0.976 0.684
H -4.568 6.696 -1.034 0.440
H -7.908 8.255 1.350 0.247
H -6.896 7.557 2.632 0.338
H -8.029 6.521 1.720 0.332
H -6.308 5.274 2.604 0.385
H -4.723 3.411 2.634 0.494
H -5.313 2.007 0.011 0.576
H -5.391 -0.642 -0.463 0.569
H -1.592 5.392 1.539 0.548
H 1.062 5.249 1.903 0.610
H 4.170 -3.093 1.573 0.939
H 5.352 -4.919 2.727 0.469
H 4.602 -7.855 5.933 0.249
H 2.966 -7.648 5.269 0.343
H 3.592 -6.501 6.486 0.342
H 1.907 -5.594 5.174 0.433
H 0.720 -3.825 3.978 0.532
O -1.322 -0.231 -1.564 -0.366
C -0.182 -0.735 -1.695 0.435
C 0.129 -1.696 -2.754 1.082
C -0.713 -2.072 -3.796 -0.335
C -0.268 -3.010 -4.709 -0.928
C 1.005 -3.554 -4.583 -0.859
C 1.849 -3.190 -3.542 -0.559
C 1.414 -2.259 -2.611 -1.166
P 2.251 -1.596 -1.110 2.824
C 3.018 -0.085 -1.824 0.358
C 3.863 0.645 -0.990 -0.643
C 4.501 1.787 -1.448 -0.864
C 4.311 2.205 -2.757 -0.933
C 3.488 1.473 -3.598 -0.741
C 2.832 0.343 -3.135 -0.816
C 3.727 -2.709 -1.125 0.273
C 3.424 -4.059 -0.911 -0.130
C 4.421 -5.011 -0.805 -0.853
C 5.752 -4.620 -0.879 -0.701
C 6.066 -3.286 -1.084 -0.666
C 5.062 -2.332 -1.205 -0.631
H -1.689 -1.614 -3.884 0.503
H -0.904 -3.317 -5.529 0.458
H 1.356 -4.270 -5.316 0.435
H 2.837 -3.623 -3.472 0.525
H 4.052 0.288 0.014 0.778
H 5.156 2.339 -0.786 0.541
H 4.819 3.087 -3.127 0.384
H 3.366 1.773 -4.630 0.608
H 2.194 -0.213 -3.809 0.235
H 2.381 -4.357 -0.853 0.439
H 4.162 -6.053 -0.664 0.450
H 6.543 -5.354 -0.793 0.394
H 7.103 -2.985 -1.162 0.426
H 5.327 -1.295 -1.367 0.439
F 2.539 6.206 -5.369 -0.333
C 1.929 5.335 -4.563 0.688
C 1.469 4.124 -5.053 0.265
F 1.630 3.834 -6.349 -0.369
C 0.873 3.211 -4.207 -0.192
F 0.462 2.052 -4.726 -0.398
C 0.705 3.447 -2.835 0.546
S -0.032 2.264 -1.824 0.407
C 1.132 4.704 -2.394 -0.671
F 0.949 5.043 -1.114 -0.200
C 1.745 5.623 -3.222 0.240
F 2.168 6.795 -2.732 -0.360
```

Charge ... 0
Maximum force ... 0.02963 Eh/bohr
Kohn-Sham gap ... 5.721 eV
HOMO level ... -6.987 eV

Entry 2:
The following is a DFT calculation (ωB97M-V with the def2-TZVPD basis set) of the molecule C4H6.

The geometry in XYZ format:
```
10
Properties=species:S:1:pos:R:3:mulliken_charge:R:1
C -1.839 -0.078 -0.139 -0.782
C -0.453 -0.512 -0.416 -0.072
C 0.678 -0.165 0.114 0.132
C 1.922 0.442 0.149 -0.772
H -2.490 -0.194 -1.010 0.281
H -1.916 0.947 0.246 0.273
H -2.243 -0.744 0.635 0.245
H 2.661 0.160 0.891 0.256
H 2.216 1.181 -0.595 0.243
H 1.466 -1.037 0.126 0.196
```

Charge ... 0
Maximum force ... 0.00841 Eh/bohr
Kohn-Sham gap ... 7.998 eV
HOMO level ... -7.588 eV

Entry 3:
The following is a DFT calculation (ωB97M-V with the def2-TZVPD basis set) of a cluster of 2 separate species, C6H10O in total at a distorted geometry.

The geometry in XYZ format:
```
17
Properties=species:S:1:pos:R:3:mulliken_charge:R:1
C -0.142 -0.917 1.477 -0.744
C 0.145 -0.861 0.185 -0.050
O 0.019 0.203 -0.690 -0.352
C -0.881 1.261 -0.381 -0.342
C -2.292 0.984 -0.886 -1.048
H -0.486 -0.087 2.063 0.219
H 0.012 -1.838 2.011 0.265
H 0.488 -1.734 -0.353 0.517
H -0.478 2.144 -0.882 0.284
H -0.894 1.459 0.693 0.289
H -2.942 1.834 -0.681 0.366
H -2.279 0.808 -1.961 0.299
H -2.710 0.107 -0.390 0.266
C 2.853 -0.413 -0.362 -0.456
C 3.424 -1.267 0.255 -0.274
H 2.264 0.344 -0.904 0.370
H 3.898 -2.028 0.805 0.392
```

Charge ... 0
Maximum force ... 0.02649 Eh/bohr
Kohn-Sham gap ... 10.034 eV
HOMO level ... -8.964 eV

Entry 4:
The following is a DFT calculation (ωB97M-V with the def2-TZVPD basis set) of a cluster of 2 separate species, C5H11N2O in total.

The geometry in XYZ format:
```
19
Properties=species:S:1:pos:R:3:mulliken_charge:R:1
C -1.121 -1.341 0.124 -0.190
C -1.566 -1.666 -1.087 -0.672
C 0.389 -2.936 0.736 -0.446
N 0.157 -1.709 0.581 -0.204
H -1.676 -0.709 0.806 0.357
H -0.889 -2.110 -1.808 0.264
H -2.585 -1.445 -1.375 0.256
H 1.383 -3.241 1.060 0.263
H -0.382 -3.691 0.553 0.308
C 0.803 2.165 -1.123 -0.797
N 1.344 1.578 0.097 -0.612
C 0.390 1.843 1.245 -0.525
O -0.810 1.282 1.110 -0.820
H -0.224 1.827 -1.318 0.281
H 1.420 1.892 -1.989 0.300
H 0.790 3.256 -1.061 0.293
H 1.233 0.571 -0.009 0.343
H 0.377 2.959 1.328 0.349
H 0.967 1.477 2.129 0.253
```

Charge ... -1
Maximum force ... 0.00776 Eh/bohr
Kohn-Sham gap ... 6.131 eV
HOMO level ... -2.431 eV

Entry 5:
The following is a DFT calculation (ωB97M-V with the def2-TZVPD basis set) of the molecule C5H8O.

The geometry in XYZ format:
```
14
Properties=species:S:1:pos:R:3:mulliken_charge:R:1
O 1.663 -1.483 0.573 -0.561
C 0.853 -0.661 -0.251 0.072
C 1.026 0.807 0.072 -0.663
C -0.142 1.438 0.134 -0.261
C -1.306 0.539 -0.197 -0.509
C -0.689 -0.875 -0.185 -0.623
H 1.594 -1.139 1.474 0.351
H 1.101 -0.933 -1.273 0.296
H 1.993 1.264 0.280 0.429
H -0.265 2.491 0.365 0.399
H -1.697 0.794 -1.191 0.237
H -2.139 0.659 0.502 0.314
H -1.067 -1.469 -1.027 0.268
H -0.925 -1.432 0.725 0.251
```

Charge ... 0
Maximum force ... 0.01456 Eh/bohr
Kohn-Sham gap ... 10.528 eV
HOMO level ... -9.436 eV

Entry 6:
The following is a DFT calculation (ωB97M-V with the def2-TZVPD basis set) of a cluster of 2 separate species, C5H10O in total.

The geometry in XYZ format:
```
16
Properties=species:S:1:pos:R:3:mulliken_charge:R:1
C 1.474 -0.956 0.066 -1.448
C 0.334 0.002 0.379 0.450
C 0.472 1.492 -0.045 -0.693
C -0.868 1.424 -0.823 -0.395
C -0.881 -0.078 -0.550 0.174
O -1.532 -0.996 -0.975 -0.568
H 1.203 -1.982 0.333 0.328
H 1.712 -0.940 -1.003 0.348
H 2.378 -0.680 0.620 0.374
H 0.021 -0.099 1.427 0.367
H 0.501 2.211 0.777 0.285
H 1.334 1.664 -0.695 0.276
H -1.704 1.940 -0.338 0.235
H -0.854 1.699 -1.882 0.275
H -1.812 -2.366 1.734 0.206
H -1.766 -2.211 1.006 -0.215
```

Charge ... 0
Maximum force ... 0.01243 Eh/bohr
Kohn-Sham gap ... 10.472 eV
HOMO level ... -9.478 eV

Computed energy relative to the best compared isomer or geometry (same formula, charge and spin) (kcal per mole) in order:
0.0; 96.0; 72.7; 36.0; 18.9; 38.8